# 1
Formula: C41H61N12O5ReSSi
Source: the Open Molecules 2025 dataset
Level of theory: ωB97M-V/def2-TZVPD

```
122
Properties=species:S:1:pos:R:3:forces:R:3
Re -0.076 -0.464 -0.408 0.03 -0.07 1.72
C 4.695 0.005 -3.092 0.19 0.02 -0.05
N 3.694 0.024 -2.025 -0.37 -0.18 0.07
C 2.581 -0.677 -1.900 0.15 -0.26 -0.05
N 1.984 -0.350 -0.746 -0.11 0.15 -0.39
C 2.829 0.579 -0.203 0.06 0.19 0.06
N 3.866 0.817 -0.948 0.12 0.13 0.23
C 4.127 -0.305 -4.455 0.13 -0.09 -0.08
C 4.975 -0.927 -5.366 -0.11 0.00 0.03
C 4.564 -1.154 -6.671 -0.01 0.03 0.06
C 3.294 -0.784 -7.071 -0.02 0.00 0.07
C 2.431 -0.175 -6.160 0.05 -0.06 -0.03
C 2.851 0.073 -4.858 0.00 0.10 -0.02
C 1.107 0.205 -6.645 0.05 -0.01 0.04
N 0.743 0.232 -7.875 0.20 -0.03 -0.02
N -0.570 0.628 -7.894 -0.20 0.04 -0.02
C -0.921 0.816 -6.674 -0.06 0.01 0.04
O 0.098 0.568 -5.794 0.00 -0.02 -0.13
C -2.249 1.228 -6.227 -0.05 0.06 -0.01
C -3.131 1.700 -7.195 0.03 -0.01 0.07
C -4.418 2.056 -6.832 -0.02 -0.01 0.08
C -4.825 1.941 -5.513 0.09 -0.02 -0.01
C -3.948 1.471 -4.536 -0.11 0.07 -0.06
C -4.502 1.406 -3.128 -0.18 0.07 -0.03
N -3.695 0.627 -2.197 0.31 -0.05 0.16
C -2.452 0.845 -1.804 -0.04 0.19 0.16
N -2.076 -0.132 -0.969 0.21 0.15 -0.46
C -3.186 -0.926 -0.888 -0.11 -0.03 0.05
N -4.176 -0.485 -1.609 -0.14 -0.20 0.06
C -2.656 1.120 -4.898 0.03 -0.09 -0.04
H 5.451 -0.735 -2.818 -0.02 0.09 -0.05
H 5.167 0.989 -3.061 -0.06 -0.08 0.01
H 2.235 -1.403 -2.613 -0.05 -0.02 -0.08
H 2.649 1.053 0.745 -0.01 0.07 0.06
H 5.969 -1.224 -5.060 0.07 -0.02 0.03
H 5.234 -1.626 -7.373 0.04 -0.03 -0.03
H 2.956 -0.960 -8.082 -0.02 0.00 -0.04
H 2.185 0.601 -4.187 -0.02 0.00 0.02
H -2.802 1.772 -8.221 0.02 0.00 -0.05
H -5.109 2.414 -7.580 -0.03 0.02 -0.02
H -5.836 2.210 -5.242 -0.07 0.02 0.03
H -5.481 0.923 -3.129 0.09 0.07 0.03
H -4.625 2.406 -2.703 0.01 -0.07 -0.07
H -1.854 1.688 -2.101 0.01 -0.01 -0.05
H -3.239 -1.805 -0.270 -0.01 -0.07 0.02
H -1.952 0.711 -4.184 0.01 0.02 0.00
C 0.609 4.654 1.097 -0.02 0.09 -0.05
N -0.036 3.405 0.706 -0.11 -0.08 -0.30
C -0.664 2.669 1.795 0.01 -0.07 0.02
C 0.079 2.858 -0.516 0.10 0.24 0.33
O 0.062 1.592 -0.651 -0.22 -0.45 -0.14
N 0.223 3.611 -1.617 0.03 0.00 0.15
C -0.327 4.955 -1.762 0.05 0.13 0.06
C 0.782 3.046 -2.835 0.07 -0.14 -0.09
H 1.180 4.465 2.007 0.00 0.03 -0.02
H -0.121 5.436 1.303 0.00 0.03 -0.01
H 1.295 4.985 0.325 0.01 0.03 -0.02
H -1.376 3.325 2.296 -0.01 0.02 0.02
H 0.079 2.338 2.525 -0.01 -0.03 -0.04
H -1.193 1.800 1.414 -0.02 0.04 0.02
H -0.962 5.202 -0.918 0.00 0.01 0.02
H -0.932 4.977 -2.669 0.01 0.02 0.01
H 0.463 5.701 -1.857 -0.02 0.01 0.02
H 1.218 2.070 -2.625 0.00 0.10 -0.04
H 1.560 3.708 -3.215 -0.01 0.00 -0.01
H 0.015 2.940 -3.607 0.00 -0.03 0.00
C -1.573 -2.734 -2.888 -0.03 -0.02 -0.05
C -0.522 -3.193 -1.941 -0.12 0.03 -0.20
N 0.108 -2.486 -1.003 -0.18 -0.14 -0.16
C 1.038 -3.338 -0.429 0.13 -0.20 0.11
C 0.952 -4.556 -1.014 0.13 0.12 0.16
N -0.029 -4.442 -1.963 -0.10 0.18 -0.03
H -1.509 -1.660 -3.054 0.00 -0.01 -0.02
H -2.571 -2.972 -2.522 0.00 -0.01 -0.03
H -1.447 -3.227 -3.851 0.00 -0.01 -0.03
H 1.680 -3.011 0.369 0.02 -0.02 0.03
H 1.490 -5.469 -0.849 0.06 -0.08 0.04
H -0.333 -5.173 -2.589 0.00 0.02 -0.01
C 0.228 1.153 6.829 0.03 0.06 -0.03
C 1.229 1.332 5.705 -0.06 0.03 -0.03
C 1.240 2.748 5.170 0.01 -0.02 0.07
C 2.612 0.855 6.093 -0.01 0.06 -0.02
O 0.787 0.477 4.556 0.12 -0.05 -0.04
Si -0.174 -0.772 4.556 0.04 0.02 -0.06
S -0.293 -1.032 1.642 0.19 0.05 -1.03
O 0.318 -2.257 4.590 -0.08 0.06 0.03
C 1.531 -3.096 4.468 0.02 -0.02 0.03
C 1.084 -4.302 3.664 0.03 0.03 0.04
C 1.934 -3.468 5.882 0.01 -0.03 -0.09
C 2.606 -2.303 3.749 -0.02 -0.09 0.02
O -1.712 -0.499 4.680 -0.05 0.12 -0.01
C -2.899 -1.371 4.892 -0.05 -0.04 0.02
C -4.078 -0.420 4.894 0.04 -0.05 0.00
C -2.721 -2.061 6.230 -0.04 0.01 -0.04
C -2.961 -2.354 3.738 -0.07 0.03 0.03
H 0.521 1.753 7.689 0.01 0.01 0.03
H 0.200 0.113 7.167 0.00 -0.10 0.04
H -0.771 1.460 6.524 -0.05 0.03 -0.01
H 1.556 3.430 5.957 0.02 0.03 0.03
H 0.245 3.045 4.842 -0.06 0.01 0.00
H 1.942 2.839 4.343 0.03 -0.01 -0.05
H 2.993 1.473 6.904 0.03 0.03 0.04
H 3.301 0.931 5.254 0.02 0.00 -0.04
H 2.589 -0.175 6.445 -0.01 -0.08 0.03
H 0.298 -4.843 4.186 -0.04 -0.02 0.03
H 1.926 -4.977 3.522 0.04 -0.04 -0.01
H 0.710 -3.994 2.687 -0.01 0.02 -0.05
H 1.108 -3.947 6.404 -0.03 -0.03 0.01
H 2.251 -2.592 6.446 0.01 0.06 0.03
H 2.768 -4.168 5.852 0.03 -0.01 0.00
H 2.251 -1.972 2.772 -0.02 0.01 -0.07
H 3.481 -2.935 3.599 0.03 -0.02 0.01
H 2.914 -1.435 4.325 0.03 0.10 0.06
H -3.965 0.330 5.673 0.01 0.04 0.05
H -4.994 -0.976 5.087 -0.04 -0.02 0.00
H -4.174 0.081 3.933 0.00 0.03 -0.06
H -2.639 -1.331 7.032 0.00 0.04 0.04
H -1.837 -2.698 6.228 0.06 -0.06 0.00
H -3.584 -2.692 6.435 -0.03 -0.02 0.01
H -3.000 -1.819 2.788 -0.02 0.03 -0.04
H -3.864 -2.956 3.825 -0.03 -0.03 0.00
H -2.104 -3.024 3.742 0.07 -0.06 0.00
```
Positions in Å, forces in eV/Å.

Computed properties:
- Spin multiplicity: 2
- Charge: +3
- Energy above the lowest of the compared OMol25 structures with the same formula, charge and spin: 35.9 kJ/mol
- Highest occupied orbital energy (spin up / spin down): -14.6 / -14.6 eV
- Max |F|: 0.03339 Eh/bohr
- Expectation value of S²: 0.76

# 2
Formula: C41H62BN9O
Source: the Open Molecules 2025 dataset
Level of theory: ωB97M-V/def2-TZVPD

```
114
Properties=species:S:1:pos:R:3:forces:R:3
C -2.496 3.954 -3.426 5.03 -6.53 2.30
C -3.302 2.827 -2.513 2.02 1.19 -6.06
C -2.848 1.335 -2.737 2.34 0.67 5.49
C -3.628 0.388 -1.769 6.19 -0.94 0.27
C -3.380 0.858 -0.389 5.21 2.43 -0.41
C -3.717 2.323 -0.105 0.23 -1.64 2.64
N -3.132 3.250 -1.193 -2.81 3.87 5.50
O -2.898 4.425 -0.779 -0.13 -4.79 -2.80
C -3.128 2.611 1.257 2.74 2.64 4.01
C -5.288 2.502 0.231 0.46 1.96 -3.28
C -4.756 2.968 -3.058 -1.69 -0.58 5.73
H -1.279 3.956 -3.367 -2.77 -0.42 0.78
H -2.734 4.867 -3.273 -2.13 6.09 1.69
H -2.540 3.818 -4.423 -1.05 -1.23 -3.39
H -1.734 1.354 -2.213 -2.33 -0.56 -2.11
H -2.923 0.934 -3.694 0.27 0.19 -1.95
H -3.133 -0.642 -1.873 -0.82 1.31 -0.03
H -4.593 0.282 -1.911 -4.90 -0.44 -1.29
H -2.250 0.725 0.091 -2.15 0.17 -2.13
H -3.835 0.472 0.394 -2.92 -2.87 3.07
H -3.404 3.635 1.602 -0.94 -0.73 -0.02
H -2.049 2.867 1.457 -0.08 -0.80 -1.86
H -3.125 1.937 2.234 -1.32 0.55 -2.67
H -5.482 3.554 0.008 -0.16 0.27 -0.73
H -5.692 2.592 1.226 0.85 -1.42 0.77
H -5.872 1.921 -0.494 -0.11 -0.04 0.72
H -4.900 3.129 -4.056 0.34 -1.06 -2.94
H -5.031 3.950 -2.763 -0.63 1.18 0.87
H -5.521 2.279 -2.452 1.72 1.23 -2.05
B 0.335 0.078 0.377 0.78 0.80 3.46
H 0.092 1.256 0.522 -0.17 0.62 0.08
H -0.078 -0.226 -0.606 -0.17 -1.02 -3.06
H 1.513 -0.056 0.844 -0.35 -0.24 -1.01
H -0.375 -0.526 1.165 -0.14 -0.12 0.44
N 2.542 4.639 0.527 -0.04 1.65 -1.75
C 1.190 4.520 0.372 -0.84 3.67 -3.73
C 0.763 5.671 -0.684 6.30 -1.92 3.52
C 2.039 6.444 -0.972 1.89 -4.10 2.71
C 3.129 5.658 -0.241 -7.88 0.53 -0.89
H 3.172 4.094 1.105 -0.77 -0.14 0.08
H 0.558 3.706 0.783 0.83 0.74 -0.27
H -0.194 5.805 -1.059 -1.53 0.34 -0.48
H 2.471 7.345 -1.508 -1.64 -1.23 0.35
H 4.115 5.812 -0.154 3.34 0.71 0.21
N 5.304 -2.095 4.817 1.93 1.82 -0.31
C 4.166 -2.799 4.814 -1.23 3.75 -5.94
C 3.317 -2.373 3.752 2.19 3.42 0.00
C 4.004 -1.102 3.086 3.59 -1.56 3.97
C 5.337 -1.053 3.870 -3.13 -0.61 -2.03
H 6.063 -2.268 5.497 -0.85 0.27 -0.86
H 3.946 -3.434 5.520 -0.95 -3.51 3.50
H 2.284 -2.679 3.599 0.46 -0.02 -0.01
H 3.789 -0.181 2.411 -0.18 -2.45 1.06
H 6.274 -0.419 3.671 -1.77 -1.17 0.61
N 3.699 -4.394 0.276 -3.59 1.46 -1.10
C 2.895 -3.258 0.140 -1.11 0.71 -2.29
C 1.655 -3.606 -0.650 5.14 -3.50 2.88
C 1.767 -5.100 -0.834 4.56 2.78 2.98
C 3.082 -5.514 -0.178 -3.17 1.30 -2.43
H 4.467 -4.381 0.869 1.61 -0.05 0.97
H 3.407 -2.218 0.316 -1.49 -2.25 -0.01
H 0.841 -2.965 -0.836 -0.64 0.66 -0.42
H 1.124 -5.715 -1.381 -0.81 -0.86 -0.53
H 3.696 -6.409 -0.229 -0.69 -0.09 0.08
N 0.052 -3.639 2.601 -2.91 2.29 1.95
C -0.242 -5.013 2.570 1.23 -0.25 2.02
C -1.041 -5.398 3.817 2.20 10.26 -3.61
C -1.520 -4.025 4.493 6.47 -0.28 -7.71
C -0.764 -2.947 3.647 -0.66 -16.35 -0.41
H 0.509 -3.004 1.856 -0.88 -1.86 1.30
H 0.440 -5.563 1.719 -2.24 0.90 2.51
H -1.271 -6.322 3.996 -1.53 -5.06 1.27
H -2.022 -3.746 5.345 -1.25 0.02 1.72
H -0.763 -2.049 3.765 0.22 10.45 1.08
N 4.075 2.733 2.254 1.17 0.31 -2.40
C 4.692 3.812 2.816 2.62 2.67 2.65
C 4.063 4.298 3.984 -3.39 -1.20 -0.78
C 2.782 3.501 3.997 -0.49 -1.80 -2.38
C 2.779 2.513 2.831 3.22 3.58 2.59
H 4.587 2.402 1.301 -2.40 0.42 3.09
H 5.711 4.337 2.573 -1.98 -1.89 -0.35
H 4.208 5.225 4.696 0.13 -2.26 -1.91
H 1.843 3.608 4.656 1.94 -0.14 -1.06
H 2.186 1.803 2.281 -0.67 -0.13 0.61
N -2.747 -3.914 1.278 -0.46 -0.88 3.08
C -3.899 -4.731 1.666 -0.39 3.11 -5.64
C -4.999 -4.424 0.673 6.21 3.21 2.31
C -4.558 -3.207 -0.028 3.67 -2.09 1.88
C -3.087 -2.972 0.404 -5.36 1.24 -2.71
H -1.802 -3.971 1.885 -3.13 0.35 -2.02
H -3.710 -5.314 2.497 -0.14 -1.56 1.17
H -5.922 -4.830 0.518 -2.14 -1.31 0.15
H -5.067 -2.725 -0.875 0.38 -0.15 0.60
H -2.704 -1.962 0.082 0.84 -1.78 0.80
N -0.580 -2.864 -5.551 -2.86 -0.73 4.09
C -1.955 -2.963 -5.609 -1.20 0.34 4.57
C -2.444 -2.807 -4.100 6.23 0.69 -4.96
C -1.163 -2.483 -3.396 0.08 -1.22 -1.40
C -0.015 -2.638 -4.300 -5.23 0.51 0.97
H -0.062 -2.672 -6.292 2.68 0.47 -4.24
H -2.546 -3.157 -6.561 1.17 0.34 1.54
H -3.456 -2.811 -3.836 -1.03 -0.04 0.67
H -1.058 -2.233 -2.312 -0.15 -0.43 -1.12
H 1.037 -2.560 -4.144 0.30 0.19 0.01
N 2.601 0.784 -2.031 -2.95 0.18 5.47
C 3.321 -0.080 -2.701 3.59 1.37 -3.85
C 4.012 0.746 -3.788 -1.49 0.64 2.27
C 3.508 2.155 -3.650 -0.69 -2.61 4.10
C 2.609 2.114 -2.358 3.56 -1.71 -5.13
H 2.145 0.391 -1.057 0.79 1.53 -2.95
H 3.524 -1.112 -2.307 -0.45 1.28 -0.75
H 4.898 0.405 -4.397 -1.49 0.40 0.56
H 3.940 3.100 -4.059 -0.66 -1.18 0.13
H 2.115 2.904 -1.843 -0.43 0.10 0.34
```
Positions in Å, forces in eV/Å.

Computed properties:
- Charge: 0
- Energy above the lowest of the compared OMol25 structures with the same formula, charge and spin: 345.8 kJ/mol
- Highest occupied orbital energy: -6.9 eV
- Max |F|: 0.31835 Eh/bohr